Entry 1:
{
  "formula": "C30H25N12O2S3Zr",
  "method": "the ωB97M-V functional and the def2-TZVPD basis",
  "spin_multiplicity": 1,
  "total_charge": 1,
  "e_lumo_ev": -3.3,
  "e_homo_ev": -10.43,
  "species": ["Zr", "N", "C", "S", "N", "N", "C", "C", "C", "C", "C", "C", "N", "H", "H", "H", "H", "H", "H", "H", "N", "C", "N", "C", "N", "C", "C", "N", "C", "C", "N", "H", "H", "H", "H", "H", "C", "C", "C", "C", "C", "C", "C", "S", "O", "O", "N", "C", "C", "C", "C", "C", "C", "C", "C", "N", "C", "H", "H", "H", "H", "H", "H", "H", "H", "H", "H", "H", "H", "H", "S", "C", "N"],
  "coordinates": [[-0.6965, -0.2387, -0.6676], [0.4498, 0.5075, -4.8620], [0.1779, 0.6654, -3.5606], [1.2887, -0.0301, -2.4419], [-0.8219, 1.4673, -3.2230], [-1.2409, 1.4511, -1.9687], [-1.8678, 2.4671, -1.4572], [-2.2551, 2.4028, -0.0666], [-2.6816, 3.5407, 0.6318], [-2.9679, 3.4378, 1.9792], [-2.8734, 2.1970, 2.5961], [-2.4575, 1.1174, 1.8358], [-2.1378, 1.2024, 0.5500], [1.2834, 0.0050, -5.1102], [-0.1378, 0.9067, -5.5746], [-2.0204, 3.3790, -2.0364], [-2.7526, 4.4902, 0.1232], [-3.2604, 4.3057, 2.5491], [-3.0960, 2.0684, 3.6427], [-2.3946, 0.1316, 2.2837], [-2.3318, -3.3826, 2.2154], [-1.2994, -2.7111, 1.6861], [-1.7477, -1.8438, 0.7998], [-3.1070, -2.0295, 0.8208], [-3.4714, -2.9593, 1.6789], [-4.0247, -1.2835, -0.0257], [-5.4118, -1.4567, 0.0548], [-6.2324, -0.7466, -0.6939], [-5.6944, 0.0943, -1.5629], [-4.3155, 0.2428, -1.6784], [-3.4768, -0.4135, -0.8853], [-2.3348, -4.1253, 2.9012], [-0.2748, -2.8690, 1.9646], [-5.8487, -2.1589, 0.7525], [-6.3847, 0.6717, -2.1606], [-3.8695, 0.9070, -2.4053], [5.6945, 4.5900, 0.6083], [4.6714, 3.5371, 0.8912], [4.3555, 2.5904, -0.0833], [3.3086, 1.7091, 0.1042], [2.5858, 1.7695, 1.2835], [2.9148, 2.6545, 2.2932], [3.9699, 3.5297, 2.0951], [0.9815, 1.0108, 1.2548], [0.2340, 1.3000, 2.4516], [0.3711, 1.5902, 0.0350], [0.8422, -0.5346, 0.8810], [1.7817, -1.5169, 0.9854], [2.8552, -1.5393, 1.8614], [3.6961, -2.6572, 1.9179], [3.4928, -3.7464, 1.1093], [2.4393, -3.7453, 0.1741], [2.1926, -4.8117, -0.7153], [1.1454, -4.7203, -1.5905], [0.3421, -3.5685, -1.5807], [0.5310, -2.5477, -0.7700], [1.5731, -2.6255, 0.1003], [6.4895, 4.1986, -0.0226], [6.1144, 4.9910, 1.5277], [5.2216, 5.4147, 0.0705], [4.9038, 2.5765, -1.0132], [3.0176, 1.0049, -0.6624], [2.3263, 2.6682, 3.1980], [4.2231, 4.2463, 2.8628], [3.0210, -0.6953, 2.5182], [4.5133, -2.6571, 2.6236], [4.1324, -4.6140, 1.1596], [2.8346, -5.6791, -0.6964], [0.9325, -5.5140, -2.2890], [-0.4897, -3.4968, -2.2687], [-3.2008, -2.8845, -3.7629], [-2.2291, -1.9628, -2.9410], [-1.5048, -1.2772, -2.2970]],
  "forces_ev_per_a": [[-0.35, -2.21, -0.13], [-0.09, 0.01, 0.16], [0.03, 0.69, 0.31], [-0.14, -0.33, 0.30], [-0.44, 0.44, -1.65], [0.04, 0.92, 0.57], [0.45, -0.25, -0.85], [-0.35, 0.27, 0.74], [0.16, -0.45, -0.42], [0.01, -0.36, 0.18], [-0.04, 0.15, -0.31], [-0.29, -0.12, 0.31], [0.31, 0.74, 0.20], [-0.10, 0.00, -0.12], [-0.02, 0.07, 0.08], [-0.01, -0.24, 0.02], [0.00, 0.02, -0.10], [-0.05, 0.11, 0.01], [-0.03, -0.04, 0.06], [0.17, 0.13, 0.01], [0.70, 0.42, -0.33], [0.02, -0.20, 0.28], [-0.50, 0.22, -0.10], [0.36, -0.63, 0.57], [-0.96, 0.23, -0.37], [-0.51, 0.31, -0.40], [0.57, -0.01, 0.10], [-0.36, -0.01, -0.02], [0.24, -0.01, 0.01], [0.04, 0.02, 0.03], [-0.58, -0.45, 0.47], [0.06, 0.14, -0.09], [0.15, -0.01, 0.03], [0.06, -0.05, 0.02], [0.07, 0.06, -0.17], [-0.05, 0.07, -0.08], [0.02, 0.02, 0.00], [-0.11, -0.04, 0.05], [-0.13, -0.11, 0.09], [0.17, -0.06, -0.15], [-0.45, -0.47, -0.11], [-0.12, -0.07, 0.25], [-0.03, -0.09, -0.12], [0.01, 0.80, 0.99], [0.89, 0.12, 0.20], [0.06, 0.26, 0.09], [0.05, 1.20, -0.28], [1.03, -1.23, 0.27], [-0.73, 0.20, -0.31], [0.18, -0.45, -0.18], [0.14, 0.25, 0.18], [-0.30, 0.36, -0.04], [-0.26, 0.12, -0.17], [0.30, -0.06, 0.25], [-0.30, 0.27, -0.04], [0.06, 0.04, 0.02], [0.51, -0.02, 0.44], [0.09, 0.05, 0.03], [0.09, 0.01, -0.01], [0.04, 0.02, 0.00], [0.07, -0.02, -0.08], [0.04, 0.08, -0.16], [-0.05, 0.09, 0.09], [0.01, 0.03, 0.07], [0.03, -0.04, 0.06], [0.06, -0.01, 0.04], [0.12, -0.05, 0.06], [0.07, -0.11, 0.00], [-0.07, -0.02, -0.06], [0.03, 0.06, 0.00], [-0.58, -0.50, -0.46], [0.94, 0.79, 0.61], [-0.43, -1.03, -0.95]]
}



Entry 2:
{
  "formula": "C19H66N10O14",
  "method": "the ωB97M-V functional and the def2-TZVPD basis",
  "spin_multiplicity": 1,
  "de_lowest_ev": 0.759,
  "e_lumo_ev": 0.1,
  "e_homo_ev": -8.58,
  "species": ["C", "C", "O", "H", "H", "H", "H", "H", "H", "C", "C", "O", "H", "H", "H", "H", "H", "H", "C", "C", "O", "H", "H", "H", "H", "H", "H", "C", "C", "O", "H", "H", "H", "H", "H", "H", "C", "C", "O", "H", "H", "H", "H", "H", "H", "C", "O", "N", "N", "H", "H", "H", "H", "C", "O", "N", "N", "H", "H", "H", "H", "C", "O", "N", "N", "H", "H", "H", "H", "C", "O", "N", "N", "H", "H", "H", "H", "C", "O", "N", "N", "H", "H", "H", "H", "C", "O", "H", "H", "H", "H", "C", "O", "H", "H", "H", "H", "C", "O", "H", "H", "H", "H", "C", "O", "H", "H", "H", "H"],
  "coordinates": [[-2.9220, 2.3292, -2.4954], [-3.1376, 3.7351, -3.0672], [-4.5141, 3.9589, -3.1145], [-1.8502, 2.3388, -2.2764], [-3.1994, 1.6097, -3.2421], [-3.4521, 2.1464, -1.5854], [-2.8393, 3.8871, -4.1664], [-2.6940, 4.4707, -2.4385], [-4.8172, 3.3819, -3.8457], [-1.7905, 3.8586, 0.2947], [-0.6199, 4.5190, -0.4967], [0.4033, 3.5705, -0.4776], [-2.0260, 2.8617, -0.0977], [-2.5811, 4.5856, 0.2764], [-1.5057, 3.8013, 1.2956], [-0.4194, 5.4745, -0.0577], [-0.7695, 4.5788, -1.5644], [0.9181, 3.6334, -1.3174], [2.1766, 3.6319, 2.3253], [2.9393, 3.2703, 1.0472], [4.2385, 2.8731, 1.4143], [2.5814, 3.0806, 3.1865], [1.1192, 3.4531, 2.1520], [2.2701, 4.6951, 2.6292], [2.7982, 3.9754, 0.2208], [2.6370, 2.3321, 0.5787], [4.4256, 2.0147, 1.0138], [2.6204, -2.9187, -3.6307], [1.5642, -1.7958, -3.5893], [1.9872, -0.7773, -4.4228], [2.2200, -3.9318, -3.7227], [3.1402, -2.8097, -2.7106], [3.4182, -2.7780, -4.3654], [1.3824, -1.4338, -2.5989], [0.5820, -2.1355, -3.9962], [1.3088, -0.0950, -4.4154], [2.1359, -4.6855, 0.6603], [3.4022, -4.6382, 1.5838], [2.9539, -3.9018, 2.7673], [1.7594, -3.6365, 0.4783], [1.3510, -5.1728, 1.2311], [2.2942, -5.2911, -0.2402], [4.0663, -3.9723, 1.0493], [3.9091, -5.6132, 1.8100], [3.6247, -4.0247, 3.4197], [-1.3542, -3.1583, 3.4785], [-1.9340, -2.1309, 2.7573], [-0.1167, -3.6149, 3.2574], [-2.0014, -3.6956, 4.4534], [0.5560, -2.9038, 2.9740], [0.3049, -4.5558, 3.5902], [-2.9369, -3.3158, 4.8045], [-1.5518, -4.4272, 4.8538], [0.5456, 2.2207, -4.1827], [1.0565, 3.1390, -3.2661], [0.6396, 2.4085, -5.4685], [-0.0488, 1.1033, -3.8281], [1.0308, 3.2992, -5.7770], [0.1372, 1.9470, -6.1861], [-0.0972, 0.8782, -2.8525], [-0.6991, 0.6913, -4.4613], [1.8616, -0.8559, 3.2667], [2.6013, -1.3509, 4.3062], [1.6760, -1.5594, 2.1817], [1.4541, 0.3917, 3.1994], [2.2609, -2.4195, 2.2157], [1.0079, -1.2758, 1.3994], [1.6940, 0.9841, 3.9602], [1.1397, 0.6898, 2.3011], [-0.2339, 0.1255, -0.0145], [0.1264, 0.4966, -1.2830], [-0.3347, -1.0787, 0.4171], [-0.3065, 1.0766, 0.9193], [-0.1725, -1.8276, -0.2640], [-0.7438, -1.2687, 1.3113], [-0.2132, 2.0454, 0.4903], [-0.8209, 0.9498, 1.8833], [-1.1399, 2.4488, 3.8605], [0.0883, 2.7968, 4.2769], [-1.3124, 1.1813, 3.5488], [-2.2004, 3.1692, 3.8754], [-0.6156, 0.4867, 3.4152], [-2.2695, 0.8312, 3.4168], [-2.1673, 4.2165, 4.0710], [-3.1525, 2.8813, 3.5952], [-0.8344, -4.2583, -0.7481], [0.0096, -3.3595, -1.2418], [-0.3661, -5.2035, -0.7487], [-1.7112, -4.4560, -1.3945], [-1.1345, -3.9965, 0.2631], [0.4157, -3.6727, -2.0540], [3.3306, -1.1092, -0.4944], [3.4258, -0.0571, 0.4231], [2.3754, -1.6904, -0.3435], [4.0109, -1.9030, -0.3181], [3.4852, -0.7532, -1.4779], [2.8269, -0.3687, 1.1669], [-3.3743, 0.2816, 0.8955], [-4.0474, 1.1371, 1.7473], [-2.5613, -0.1023, 1.4741], [-2.9271, 0.8288, 0.0303], [-3.9160, -0.5345, 0.4461], [-4.7578, 1.6651, 1.2840], [-2.5471, -1.4028, -2.4313], [-3.6607, -1.0832, -3.1836], [-1.6587, -1.0897, -2.9457], [-2.3065, -2.4179, -2.3077], [-2.5997, -0.9966, -1.5086], [-4.3245, -0.9328, -2.5279]],
  "forces_ev_per_a": [[1.80, 1.42, -0.98], [-0.51, -1.06, -1.46], [-1.91, 0.11, -0.68], [0.05, -0.90, 0.01], [0.06, -0.67, -0.23], [-0.57, 0.24, 0.46], [0.76, -0.49, 1.66], [0.32, 0.68, 0.31], [-0.17, 0.63, 0.77], [0.61, 1.12, -2.18], [-1.20, -2.13, -0.32], [1.78, -0.09, 0.28], [-0.22, 0.58, 0.10], [-1.02, -0.07, -0.17], [0.66, -0.35, 1.78], [0.61, 0.69, 0.28], [-1.11, 0.91, -0.31], [-0.49, -0.56, 0.54], [0.21, 0.67, -0.38], [-0.57, -1.67, 0.18], [1.85, 0.71, 0.04], [-0.42, -0.15, -0.47], [-0.04, -0.10, 0.37], [0.08, -0.39, -0.46], [0.78, 0.52, 0.39], [-1.53, 0.12, 0.14], [-0.10, 0.26, 0.04], [-0.26, 0.41, 0.16], [-0.73, -1.32, -1.48], [0.93, 0.75, -0.84], [-0.03, 0.13, 0.02], [0.62, -0.47, 1.06], [-0.59, 0.17, -0.36], [-0.01, 0.15, 0.84], [0.27, -0.34, 0.40], [0.08, 0.24, 0.21], [0.37, 0.04, 1.22], [-1.28, 0.80, -0.75], [-0.04, -1.59, -1.33], [0.69, -1.29, -0.22], [-0.25, -0.17, 0.02], [0.07, 0.54, 0.00], [0.82, -0.12, 0.03], [-0.76, 0.82, -0.10], [0.61, 0.41, 1.01], [-1.73, 5.40, -4.06], [3.13, -3.80, 2.81], [1.68, -1.86, -0.29], [-4.77, 1.63, 1.19], [-0.05, -0.44, -0.23], [-1.29, 2.61, -0.45], [2.15, -1.03, -1.07], [0.96, -2.40, 2.12], [2.26, 4.75, 5.66], [-2.27, -4.32, -4.57], [1.33, 2.77, -2.60], [-0.43, -0.77, 0.17], [-0.15, -0.48, 0.42], [-0.44, -0.83, -0.13], [-0.23, -0.19, 1.04], [-0.34, -0.28, -0.22], [4.96, -1.29, 6.10], [-3.68, 2.07, -4.41], [-0.30, -2.24, -2.43], [-0.32, -0.06, 0.77], [-0.65, 0.54, -0.33], [1.48, -0.66, 1.27], [-0.16, 0.87, 0.26], [0.01, 1.12, -0.32], [2.37, 5.33, -5.47], [-1.67, -2.47, 5.46], [-0.31, -3.64, -1.06], [-0.96, 1.95, 0.90], [-0.35, 0.10, 0.25], [-0.84, -0.58, 0.55], [0.11, -1.32, 0.81], [1.12, 0.67, -2.92], [8.38, 0.04, 3.20], [-5.24, -0.43, -1.92], [-3.20, -2.73, -1.08], [-4.14, 5.27, 0.19], [1.01, -0.07, 1.12], [0.62, 0.24, 0.12], [0.49, -2.35, -0.22], [1.32, -0.28, 0.03], [-2.65, -2.39, 0.38], [2.11, 2.96, -1.41], [0.62, -1.52, 0.63], [-0.15, 0.56, 0.35], [-0.15, 0.09, 0.05], [0.08, 0.19, -0.06], [-1.48, -0.95, 0.83], [-1.05, -0.40, 1.43], [0.30, 0.96, -0.79], [1.52, -0.64, 0.34], [-0.26, 0.39, -1.10], [1.37, 0.86, -0.94], [1.22, 0.64, -1.75], [-2.17, 1.59, 0.23], [0.24, -0.61, 0.16], [-0.15, -0.23, 0.55], [-0.75, -0.47, 0.30], [1.28, -1.04, 0.60], [1.63, -0.48, -2.32], [-0.66, -0.16, -0.83], [0.50, 0.86, -0.16], [-0.55, -1.99, 0.11], [0.17, 1.59, 3.05], [-1.07, 0.19, 0.10]]
}



Entry 3:
{
  "formula": "C15H24IrN6O3S2Si",
  "method": "the ωB97M-V functional and the def2-TZVPD basis",
  "spin_multiplicity": 1,
  "total_charge": 1,
  "de_lowest_ev": 3.440,
  "e_lumo_ev": -2.9,
  "e_homo_ev": -10.27,
  "species": ["Ir", "N", "C", "C", "C", "C", "C", "C", "S", "O", "O", "N", "C", "N", "C", "C", "C", "N", "H", "H", "H", "H", "H", "H", "H", "H", "H", "C", "Si", "C", "C", "O", "H", "H", "H", "H", "H", "H", "H", "H", "H", "C", "N", "C", "N", "S", "H", "H", "H", "H", "H", "H"],
  "coordinates": [[-0.2787, 0.6757, -0.1405], [4.7712, -3.0987, 5.1665], [3.7867, -2.6936, 4.3290], [3.5251, -1.3223, 4.1459], [2.5359, -0.9108, 3.2885], [1.7839, -1.8630, 2.5975], [2.0267, -3.2274, 2.7652], [3.0186, -3.6369, 3.6219], [0.5553, -1.3622, 1.5115], [0.0071, -0.0804, 1.9638], [-0.2948, -2.4538, 1.1713], [1.3485, -0.7928, 0.1227], [1.4982, -1.2820, -1.0216], [1.8128, -1.6758, -2.0926], [1.7484, -1.3401, -3.4534], [1.2496, -0.1767, -3.8728], [0.7101, 0.7784, -2.8919], [-0.2521, 0.4678, -2.0920], [5.2617, -2.4368, 5.7391], [4.9043, -4.0727, 5.3678], [4.1050, -0.5906, 4.6933], [2.3268, 0.1421, 3.1572], [1.4252, -3.9538, 2.2364], [3.2071, -4.6931, 3.7642], [2.1892, -2.0700, -4.1137], [1.3274, 0.0830, -4.9202], [1.2145, 1.7114, -2.6778], [-2.8653, -2.2653, -3.5497], [-2.6501, -0.8048, -2.4269], [-3.3470, 0.7643, -3.1291], [-3.2658, -1.1960, -0.7223], [-0.9302, -0.6687, -2.4873], [-3.9186, -2.5461, -3.6121], [-2.3156, -3.1294, -3.1717], [-2.5127, -2.0495, -4.5592], [-4.4349, 0.6903, -3.1960], [-2.9626, 0.9528, -4.1331], [-3.1111, 1.6215, -2.4971], [-4.2744, -1.6123, -0.8021], [-3.3193, -0.3239, -0.0716], [-2.6317, -1.9428, -0.2412], [-1.5472, 6.1040, 0.8639], [-2.0343, 4.7576, 0.6274], [-1.2550, 3.7147, 0.3511], [0.0592, 3.8871, 0.2342], [-1.9779, 2.1717, 0.1409], [-2.3966, 6.7477, 1.0699], [-1.0315, 6.4947, -0.0152], [-0.8784, 6.1379, 1.7266], [-3.0184, 4.5689, 0.7181], [0.5092, 4.7630, 0.4388], [0.5967, 3.0378, 0.0787]],
  "forces_ev_per_a": [[0.11, -0.06, 0.20], [0.01, 0.01, 0.00], [-0.01, -0.02, 0.00], [-0.02, 0.02, -0.01], [0.01, 0.01, 0.01], [0.00, 0.01, -0.02], [0.00, 0.00, 0.02], [0.01, 0.01, 0.01], [0.03, -0.13, 0.03], [-0.02, 0.07, -0.11], [0.00, 0.03, 0.00], [-0.18, 0.19, -0.14], [0.26, -0.48, 0.23], [-0.20, 0.31, -0.09], [0.05, -0.03, 0.03], [-0.01, 0.02, -0.03], [-0.04, -0.04, 0.04], [-0.09, 0.05, -0.16], [0.00, 0.00, 0.00], [0.00, 0.00, 0.00], [0.01, 0.00, 0.00], [0.00, 0.01, 0.00], [-0.01, 0.01, -0.01], [0.00, 0.00, 0.00], [0.00, 0.00, 0.00], [0.00, -0.01, 0.00], [0.01, 0.01, 0.02], [0.00, 0.00, 0.00], [0.01, 0.01, 0.00], [-0.01, -0.01, 0.02], [-0.01, 0.03, 0.00], [0.13, 0.00, -0.03], [0.00, 0.00, 0.00], [0.00, 0.00, 0.00], [0.00, 0.00, 0.00], [0.00, 0.01, 0.00], [0.00, 0.00, -0.01], [0.00, 0.02, 0.01], [0.00, -0.01, 0.00], [0.01, 0.00, 0.02], [0.01, -0.01, 0.01], [0.00, 0.01, -0.02], [0.01, 0.00, 0.03], [-0.01, -0.04, -0.04], [-0.03, -0.02, 0.03], [-0.05, 0.04, -0.02], [0.00, 0.00, 0.00], [0.00, 0.00, 0.00], [0.00, 0.00, 0.00], [0.00, -0.01, 0.00], [0.01, 0.00, -0.01], [0.02, 0.01, 0.02]]
}



Entry 4:
{
  "formula": "C5H14N",
  "method": "the ωB97M-V functional and the def2-TZVPD basis",
  "spin_multiplicity": 1,
  "total_charge": 1,
  "de_lowest_ev": 0.654,
  "e_lumo_ev": -3.6,
  "e_homo_ev": -13.61,
  "species": ["C", "N", "H", "H", "H", "H", "H", "H", "C", "C", "C", "C", "H", "H", "H", "H", "H", "H", "H", "H"],
  "coordinates": [[-0.6109, 0.1478, 2.9299], [-0.8398, 0.2251, 1.4558], [0.4041, 0.4763, 3.1427], [-1.3132, 0.7894, 3.4443], [-0.7311, -0.8806, 3.2542], [-0.1629, -0.3638, 0.9170], [-0.7020, 1.1738, 1.1050], [-1.7790, -0.0663, 1.1859], [-0.4830, -0.8959, -2.1461], [0.5795, -0.2168, -1.3221], [1.3373, -0.9141, -0.4818], [0.7659, 1.2556, -1.4832], [-1.4596, -0.4451, -1.9930], [-0.5380, -1.9456, -1.8670], [-0.2517, -0.8446, -3.2111], [2.1531, -0.4574, 0.0670], [1.2626, -1.9919, -0.3870], [1.5012, 1.6361, -0.7788], [-0.1698, 1.7980, -1.3271], [1.0373, 1.5199, -2.5045]],
  "forces_ev_per_a": [[0.20, -0.06, 0.12], [0.16, -0.08, -0.06], [-0.05, -0.02, -0.09], [-0.15, 0.07, 0.01], [-0.05, -0.03, -0.05], [-0.08, 0.17, -0.06], [-0.03, 0.03, 0.03], [-0.05, -0.02, 0.09], [0.33, -0.14, 0.22], [-0.25, -0.12, -0.34], [0.42, -0.38, 0.38], [-0.30, 0.21, 0.05], [-0.18, 0.17, -0.08], [-0.08, -0.08, -0.09], [-0.02, 0.12, 0.01], [0.01, 0.13, 0.01], [-0.11, 0.00, -0.08], [0.18, 0.11, -0.14], [-0.18, -0.01, 0.08], [0.24, -0.08, -0.03]]
}